Entry 1:
Here is a single C7H9N molecule at a distorted geometry from the OMol25 dataset. Energies are from ωB97M-V/def2-TZVPD.

Structure (ORCA input):
```
! wB97M-V def2-TZVPD RIJCOSX def2/J DEFGRID3
* xyz 0 3
C -0.433 -0.210 0.068
C 0.208 0.889 0.535
C -1.298 -1.347 0.523
C 0.512 0.015 -0.950
C 0.694 1.474 -0.816
C -1.638 -1.447 1.993
C 2.053 1.935 -0.997
N -1.694 -2.118 -0.397
H 1.243 -0.687 -1.134
H -0.146 1.908 -1.171
H -0.572 -1.633 2.481
H -2.277 -2.452 2.058
H -2.190 -0.575 2.454
H 2.535 1.569 -1.943
H 2.465 1.479 -0.163
H 2.106 3.012 -1.114
H -1.567 -1.814 -1.428
*
```

Values from the calculation:
* energy: -8886.4693 eV
* expectation value of S²: 2.01
* HOMO-LUMO gap (alpha / beta): 5.943 / 7.356 eV
* E_HOMO (alpha / beta): -5.49 / -9.32 eV
* energy relative to the best compared isomer or geometry (same formula, charge and spin): 221.2 kJ/mol
* E_LUMO (alpha / beta): 0.4 / -2.0 eV

=====

Entry 2:
Here is a molecular structure, C21H31MgN4O from the OMol25 dataset. Energies are from ωB97M-V/def2-TZVPD.

Structure (ORCA input):
```
! wB97M-V def2-TZVPD RIJCOSX def2/J DEFGRID3
* xyz 1 1
Mg -0.208 -0.332 0.000
C -1.284 -1.880 1.354
C -0.004 -1.668 1.923
C 0.974 -2.110 0.993
C 0.294 -2.620 -0.148
C -1.100 -2.472 0.074
C -2.213 -2.920 -0.827
C 0.926 -3.325 -1.313
C 2.455 -2.146 1.246
C 0.295 -1.177 3.309
C -2.617 -1.619 1.994
H -2.672 -3.843 -0.462
H -1.861 -3.114 -1.840
H -3.004 -2.170 -0.895
H 1.064 -4.388 -1.100
H 1.907 -2.920 -1.566
H 0.311 -3.255 -2.210
H 2.893 -1.155 1.417
H 2.988 -2.595 0.407
H 2.696 -2.746 2.127
H 0.379 -2.004 4.018
H -0.489 -0.521 3.697
H 1.245 -0.636 3.354
H -3.095 -2.549 2.312
H -3.309 -1.124 1.309
H -2.524 -0.992 2.882
O -1.619 0.689 -0.921
C -1.618 1.716 -1.697
C -2.730 2.597 -1.732
C -2.705 3.776 -2.451
C -1.566 4.158 -3.167
C -0.476 3.302 -3.179
C -0.482 2.093 -2.476
C 0.712 1.244 -2.465
N 1.120 0.466 -1.470
C 2.328 -0.074 -1.858
C 2.648 0.370 -3.098
N 1.619 1.206 -3.468
H -3.614 2.297 -1.181
H -3.584 4.410 -2.465
H -1.551 5.076 -3.738
H 0.411 3.587 -3.736
H 2.869 -0.752 -1.220
H 3.485 0.166 -3.741
H 1.510 1.648 -4.364
N -0.761 4.753 0.038
C -0.053 4.008 1.148
C -0.257 2.541 0.790
N 0.394 1.475 1.517
H -0.724 5.766 0.150
H -1.746 4.465 -0.028
H -0.381 4.514 -0.891
H -0.508 4.311 2.089
H 0.991 4.318 1.131
H 0.068 2.451 -0.244
H -1.329 2.334 0.793
H 0.050 1.332 2.458
H 1.404 1.550 1.538
*
```

Values from the calculation:
* energy: -35730.5014 eV
* HOMO-LUMO gap: 6.361 eV
* E_HOMO: -9.46 eV
* E_LUMO: -3.1 eV

=====

Entry 3:
Here is a single C19H24N2O6S molecule at a distorted geometry from the OMol25 dataset. Energies are from ωB97M-V/def2-TZVPD.

Structure (ORCA input):
```
! wB97M-V def2-TZVPD RIJCOSX def2/J DEFGRID3
* xyz 0 1
C 1.027 -4.572 5.505
C 0.116 -4.778 4.297
N -0.151 -3.579 3.531
C -1.235 -2.697 3.901
C -1.004 -1.842 5.145
S 1.154 -2.864 2.778
O 1.570 -1.655 3.432
O 2.138 -3.887 2.569
C 0.424 -2.447 1.195
C 0.343 -3.438 0.237
C -0.228 -3.138 -0.990
C -0.721 -1.870 -1.233
C -0.649 -0.878 -0.253
N -1.172 0.376 -0.563
C -1.385 1.424 0.269
O -1.195 1.439 1.462
C -1.961 2.646 -0.472
O -1.066 3.204 -1.427
C -1.036 2.668 -2.659
O -1.668 1.674 -2.962
C -0.174 3.403 -3.565
C 0.042 3.080 -4.941
C 0.912 4.005 -5.418
C 1.516 4.206 -6.759
O 1.246 4.874 -4.425
C 0.598 4.518 -3.310
C 0.806 5.320 -2.082
C -0.056 -1.172 0.974
H 0.561 -3.944 6.257
H 1.949 -4.099 5.176
H 1.265 -5.535 5.952
H 0.603 -5.473 3.608
H -0.846 -5.201 4.602
H -2.134 -3.311 4.022
H -1.390 -2.039 3.042
H -1.036 -2.443 6.050
H -1.780 -1.082 5.209
H -0.038 -1.352 5.071
H 0.745 -4.412 0.460
H -0.289 -3.893 -1.759
H -1.165 -1.633 -2.189
H -1.457 0.504 -1.536
H -2.144 3.436 0.258
H -2.897 2.357 -0.966
H -0.408 2.266 -5.469
H 1.151 3.446 -7.441
H 1.259 5.191 -7.148
H 2.602 4.143 -6.699
H 1.542 6.096 -2.279
H -0.129 5.779 -1.766
H 1.150 4.685 -1.268
H 0.045 -0.423 1.741
*
```

Values from the calculation:
* energy: -46193.1485 eV
* HOMO-LUMO gap: 9.247 eV
* structure (SMILES): CCN(CC)S(=O)(=O)c1cccc(NC(=O)COC(=O)c2cc(C)oc2C)c1
* E_HOMO: -8.69 eV
* energy relative to the best compared isomer or geometry (same formula, charge and spin): 16.3 kJ/mol
* E_LUMO: 0.6 eV

=====

Entry 4:
Here is a gas-phase ion, CH7IN3 (charge +1) at a distorted geometry from the OMol25 dataset. Energies are from ωB97M-V/def2-TZVPD.

Structure (ORCA input):
```
! wB97M-V def2-TZVPD RIJCOSX def2/J DEFGRID3
* xyz 1 1
N 0.284 -0.331 1.444
N -0.728 0.365 0.745
C -0.827 -0.019 -0.603
N 0.541 0.043 -1.252
I -1.269 -2.469 -1.265
H -0.164 -1.148 1.851
H 0.395 0.191 2.373
H -1.591 0.687 1.104
H -1.458 0.532 -1.132
H 1.076 0.876 -0.888
H 1.027 -0.858 -1.277
H 0.267 0.292 -2.161
*
```

Values from the calculation:
* energy: -13712.6332 eV
* HOMO-LUMO gap: 8.438 eV
* structure (SMILES): NN[C@@H]([NH3+])I
* E_HOMO: -13.56 eV
* energy relative to the best compared isomer or geometry (same formula, charge and spin): 330.8 kJ/mol
* E_LUMO: -5.1 eV

=====

Entry 5:
Here is a gas-phase ion, C4H7N2O2 (charge +1) at a distorted geometry from the OMol25 dataset. Energies are from ωB97M-V/def2-TZVPD.

Structure (ORCA input):
```
! wB97M-V def2-TZVPD RIJCOSX def2/J DEFGRID3
* xyz 1 1
C 0.199 -1.198 -0.974
C -0.145 0.914 0.195
C 0.644 -1.980 0.226
C -0.517 2.281 -0.086
N -0.127 0.108 -0.946
N 0.282 0.380 1.243
O 0.382 -1.785 -2.010
O -0.215 -2.641 0.818
H 1.660 -2.300 0.383
H -1.511 2.614 0.468
H -0.747 2.312 -1.230
H 0.206 3.084 0.114
H -0.578 0.427 -1.738
H 0.507 1.076 2.027
H -0.039 -3.295 1.511
*
```

Values from the calculation:
* energy: -11327.6765 eV
* HOMO-LUMO gap: 9.034 eV
* E_HOMO: -14.70 eV
* energy relative to the best compared isomer or geometry (same formula, charge and spin): 197.7 kJ/mol
* E_LUMO: -5.7 eV

=====

Entry 6:
Here is 2 unconnected molecules or ions with the total composition C6H13N at a distorted geometry from the OMol25 dataset. Energies are from ωB97M-V/def2-TZVPD.

Structure (ORCA input):
```
! wB97M-V def2-TZVPD RIJCOSX def2/J DEFGRID3
* xyz 0 1
C -0.256 -1.309 -0.456
C -1.392 -0.341 -0.402
C -2.385 -0.240 0.511
C -3.072 0.964 0.691
C 1.041 -0.749 0.176
N 1.839 0.063 -0.734
C 3.009 0.612 -0.053
H 0.010 -1.583 -1.482
H -0.372 -2.286 0.020
H -1.853 1.532 -1.115
H -1.250 0.615 -1.021
H -2.523 -1.085 1.193
H -4.005 0.891 1.251
H -2.604 1.938 0.650
H 0.827 -0.396 1.187
H 1.683 -1.605 0.512
H 1.220 0.764 -1.130
H 3.656 -0.261 0.133
H 2.965 1.195 0.870
H 3.461 1.281 -0.800
*
```

Values from the calculation:
* energy: -7916.3463 eV
* HOMO-LUMO gap: 6.594 eV
* E_HOMO: -7.43 eV
* energy relative to the best compared isomer or geometry (same formula, charge and spin): 625.9 kJ/mol
* E_LUMO: -0.8 eV